Entry 1:
Computed, not measured: C26H31BrCdN3O10P2S2 as an isolated structure in a non-equilibrium geometry, with wB97M-V/def2-TZVPD.

**Charge**: -1
**HOMO**: -5.12 eV
**Energy relative to the best compared isomer or geometry (same formula, charge and spin)**: 0.0 kcal per mole

Positions of all 76 atoms, in Å:
Cd (0.72, -1.27, -1.06)
Br (-1.61, -3.81, -0.87)
S (1.18, 0.94, -1.96)
S (-3.35, -0.26, -0.45)
P (2.44, -3.49, -2.76)
P (3.01, -2.75, 0.10)
O (1.83, -4.79, -2.02)
O (0.53, 1.55, 2.23)
O (-1.19, 4.02, 0.24)
O (3.31, -1.32, 0.65)
O (1.54, -3.06, 0.14)
O (3.80, -3.75, 1.04)
O (1.38, -2.40, -2.81)
O (4.69, -4.04, -1.47)
O (0.99, -0.25, 1.01)
O (3.12, -3.94, -3.99)
N (-2.17, 0.37, 1.84)
N (-1.24, -1.56, -2.39)
N (-1.94, 1.90, 0.12)
C (-1.76, 3.92, 3.13)
C (-1.67, -2.81, -2.48)
C (4.44, -1.67, -2.06)
C (3.20, 2.64, -1.44)
C (-2.43, 0.67, 0.58)
C (-1.71, -0.38, -5.92)
C (-1.28, -0.82, -3.49)
C (-1.77, 3.10, 0.78)
C (-3.72, 3.86, 4.51)
C (3.93, 3.43, 0.70)
C (4.04, 3.42, -0.68)
C (-2.15, -3.38, -3.63)
C (2.14, 1.80, 0.55)
C (-4.43, 3.25, 3.47)
C (-1.74, -1.28, -4.72)
C (-2.58, -0.86, 2.48)
C (-1.61, -0.36, 4.78)
C (-3.79, 2.97, 2.27)
C (-2.45, 3.29, 2.10)
C (3.77, -2.94, -1.57)
C (2.98, 2.62, 1.30)
C (-2.39, 4.19, 4.33)
C (-2.88, -0.62, 3.96)
C (1.14, 0.99, 1.31)
C (-2.17, -2.60, -4.77)
C (2.24, 1.80, -0.85)
H (-2.53, -3.02, -5.71)
H (-0.98, -1.25, 4.79)
H (-4.34, 2.50, 1.47)
H (-0.67, -0.15, -6.18)
H (-3.55, 0.24, 4.04)
H (-1.63, 1.91, -0.84)
H (-2.48, -4.41, -3.64)
H (2.86, 2.61, 2.38)
H (3.70, -0.88, -2.19)
H (-5.47, 3.00, 3.60)
H (-1.84, 4.66, 5.14)
H (-1.38, 0.86, 2.28)
H (-3.40, -1.49, 4.36)
H (3.27, 2.64, -2.52)
H (-1.78, -1.61, 2.39)
H (2.43, -0.85, 0.87)
H (4.61, -4.52, -2.31)
H (-1.87, -0.11, 5.81)
H (-0.72, 4.18, 2.97)
H (4.56, 4.06, 1.31)
H (4.79, 4.04, -1.17)
H (-2.21, 0.56, -5.71)
H (4.90, -1.88, -3.03)
H (4.55, -4.16, 0.59)
H (-3.46, -1.24, 1.96)
H (-2.18, -0.87, -6.77)
H (5.21, -1.33, -1.37)
H (1.41, -4.54, -1.18)
H (-1.03, 0.46, 4.37)
H (-0.92, 0.20, -3.38)
H (-4.22, 4.07, 5.45)

Atom charges from the Mulliken analysis, given in e for atoms 1 to 4: 2.88, -0.09, -0.67, -0.36

***

Entry 2:
Computed, not measured: C26H31F4N5O2STi as an isolated structure, with wB97M-V/def2-TZVPD.

**Multiplicity**: 2
**Charge**: +1
**<S²>**: 0.753
**HOMO (alpha / beta)**: -10.26 / -10.62 eV
**Energy relative to the best compared isomer or geometry (same formula, charge and spin)**: 8.6 kcal per mole

Positions of all 70 atoms, in Å:
Ti (-0.11, 0.17, -0.19)
S (2.74, 0.24, 1.73)
F (-1.30, -0.38, 4.85)
F (-1.41, 4.32, 4.85)
F (-1.05, 4.39, 2.25)
F (-0.96, -0.34, 2.18)
O (-0.06, -3.22, -2.68)
O (1.37, -0.23, 1.27)
N (-0.81, 1.88, 0.73)
N (0.49, -1.35, -1.46)
N (-1.38, 1.21, -1.82)
N (-1.77, -1.33, -0.24)
N (1.68, 0.94, -1.20)
C (-0.97, 0.85, -3.19)
C (-2.59, -3.29, -1.34)
C (-2.92, -1.27, 0.44)
C (2.20, 2.15, -0.95)
C (-1.06, 0.83, 2.86)
C (-1.62, -2.34, -1.11)
C (-3.78, -3.22, -0.63)
C (-1.13, 3.18, 2.84)
C (-0.31, -2.37, -1.84)
C (-3.94, -2.18, 0.28)
C (-2.84, 1.04, -1.74)
C (3.81, -1.20, 1.54)
C (2.60, 0.34, 3.53)
C (2.38, 0.06, -1.93)
C (-1.36, 1.98, 4.94)
C (-1.06, 2.63, -1.58)
C (3.42, 2.55, -1.45)
C (-1.30, 3.15, 4.21)
C (5.27, -0.81, 1.73)
C (1.76, -1.29, -2.14)
C (-1.24, 3.00, -0.11)
C (3.63, 0.39, -2.45)
C (4.15, 1.65, -2.22)
C (-1.24, 0.80, 4.22)
C (1.98, -0.90, 4.17)
C (-1.00, 2.00, 2.09)
H (1.97, 1.22, 3.69)
H (-1.49, 1.48, -3.93)
H (1.15, -1.26, 3.57)
H (5.58, -0.06, 1.00)
H (3.47, -1.96, 2.24)
H (2.71, -1.70, 4.30)
H (-3.34, 1.72, -2.44)
H (-1.51, 1.99, 6.01)
H (-1.20, -0.19, -3.39)
H (0.11, 1.00, -3.31)
H (1.61, 2.80, -0.32)
H (1.60, -0.65, 5.16)
H (-0.66, 3.91, 0.07)
H (3.80, 3.54, -1.23)
H (5.11, 1.93, -2.63)
H (-2.38, -4.07, -2.06)
H (-0.03, 2.79, -1.89)
H (-2.28, 3.26, 0.10)
H (-4.85, -2.08, 0.86)
H (4.16, -0.33, -3.05)
H (3.60, -1.54, 0.53)
H (-4.57, -3.95, -0.78)
H (-1.68, 3.27, -2.22)
H (2.45, -2.06, -1.78)
H (-3.19, 1.26, -0.73)
H (5.46, -0.41, 2.73)
H (1.65, -1.49, -3.21)
H (-3.03, -0.45, 1.14)
H (5.90, -1.69, 1.61)
H (-3.12, 0.02, -1.99)
H (3.60, 0.57, 3.90)

Atom charges from the Mulliken analysis, given in e for atoms 1 to 4: -0.71, 0.37, -0.34, -0.32

***

Entry 3:
Computed, not measured: C26H31N3O6PPdS3Te as an isolated structure in a non-equilibrium geometry, with wB97M-V/def2-TZVPD.

**Multiplicity**: 4
**Charge**: -2
**<S²>**: 3.775
**HOMO (alpha / beta)**: -0.17 / -1.85 eV
**Energy relative to the best compared isomer or geometry (same formula, charge and spin)**: 0.0 kcal per mole

Positions of all 72 atoms, in Å:
Te (-3.38, 1.27, 1.15)
Pd (-1.17, 0.60, -0.10)
S (-1.60, 1.67, -2.36)
S (1.38, 0.52, -0.93)
S (1.90, -2.00, 4.65)
P (0.34, 1.86, -1.93)
O (2.99, -1.63, 5.50)
O (1.07, -3.13, 4.96)
O (0.63, 3.30, -1.28)
O (1.01, 2.08, -3.41)
O (-0.39, 0.03, 2.18)
O (-0.26, 2.15, 1.51)
N (-1.42, -1.40, -0.99)
N (0.17, -6.48, -2.09)
N (0.93, -0.71, 4.51)
C (-0.99, -1.77, -2.23)
C (-1.09, -3.68, -0.26)
C (2.18, -2.78, 0.72)
C (-0.08, 1.24, 2.37)
C (4.40, -2.32, 1.50)
C (-5.93, -0.19, -2.10)
C (-7.08, 1.70, -1.17)
C (-1.46, -2.39, -0.04)
C (-6.05, 1.87, -0.25)
C (-0.61, -4.08, -1.56)
C (-7.03, 0.66, -2.10)
C (-4.94, 1.01, -0.24)
C (0.19, 5.15, 0.17)
C (-4.90, -0.03, -1.18)
C (3.54, -2.64, 0.45)
C (0.54, 1.61, 3.70)
C (1.58, 0.59, 4.18)
C (2.57, -2.28, 3.04)
C (3.26, 3.03, -3.25)
C (3.92, -2.14, 2.79)
C (1.69, -2.60, 2.00)
C (2.39, 1.86, -3.69)
C (-0.35, 4.30, -0.97)
C (4.04, -2.82, -0.96)
C (-0.18, -5.40, -1.84)
C (-0.60, -3.04, -2.55)
H (-0.97, -0.99, -2.97)
H (-0.51, 4.91, -1.86)
H (2.73, 0.94, -3.21)
H (-4.05, -0.69, -1.20)
H (0.19, -0.91, 3.81)
H (4.59, -1.88, 3.61)
H (2.91, 3.96, -3.71)
H (2.45, 1.72, -4.77)
H (-7.83, 0.53, -2.82)
H (3.54, -2.10, -1.63)
H (-1.81, -2.08, 0.93)
H (-5.87, -1.00, -2.83)
H (2.07, 0.94, 5.08)
H (5.46, -2.20, 1.29)
H (3.20, 3.15, -2.16)
H (3.81, -3.82, -1.34)
H (-0.52, 5.95, 0.37)
H (-1.14, -4.40, 0.55)
H (0.63, -2.70, 2.19)
H (1.49, -3.03, -0.08)
H (-0.26, -3.25, -3.56)
H (2.34, 0.47, 3.40)
H (1.15, 5.59, -0.10)
H (0.31, 4.54, 1.06)
H (-1.28, 3.83, -0.71)
H (-0.26, 1.69, 4.44)
H (-6.09, 2.69, 0.46)
H (5.12, -2.66, -1.03)
H (-7.93, 2.38, -1.16)
H (4.30, 2.86, -3.53)
H (1.01, 2.58, 3.59)

Atom charges from the Mulliken analysis, given in e for atoms 1 to 4: -0.02, 0.58, -0.58, -0.41

***

Entry 4:
Computed, not measured: a single C26H31N5O2 molecule in a non-equilibrium geometry, with wB97M-V/def2-TZVPD.

**SMILES**: CCOCCCn1c(C)nc2c(c1=O)c1nc3ccccc3nc1n2CCC1=CCCCC1
**HOMO**: -8.07 eV
**Energy relative to the best compared isomer or geometry (same formula, charge and spin)**: 22.2 kcal per mole

Positions of all 64 atoms, in Å:
O (3.36, 0.03, -2.20)
O (3.13, -0.42, 1.92)
N (2.77, -1.74, 0.08)
N (0.63, -2.20, -0.76)
N (-1.20, -1.49, 0.59)
N (-2.45, -0.57, 2.42)
N (0.12, 0.30, 3.33)
C (-2.46, 2.84, -1.99)
C (-1.01, 0.57, 4.01)
C (-2.67, 2.72, -0.48)
C (1.72, 0.92, -3.65)
C (1.93, -2.27, -0.83)
C (4.40, 0.19, -1.27)
C (-3.08, 1.33, -0.10)
C (-2.95, 0.27, -0.88)
C (4.99, -1.19, -0.99)
C (-2.25, -2.07, -0.21)
C (0.89, -0.90, 1.27)
C (-0.92, 1.32, 5.21)
C (0.13, -1.56, 0.30)
C (-1.61, 1.67, -2.47)
C (2.31, -0.94, 1.18)
C (-0.03, -0.39, 2.23)
C (-2.29, 0.13, 3.56)
C (4.20, -1.98, 0.06)
C (2.68, 1.22, -2.51)
C (-1.34, -0.81, 1.77)
C (2.48, -3.00, -2.01)
C (-3.43, 0.45, 4.33)
C (-3.41, -1.09, -0.43)
C (-3.31, 1.17, 5.49)
C (-2.04, 1.60, 5.92)
C (-2.36, 0.36, -2.26)
H (5.17, 0.86, -1.69)
H (-4.39, 0.10, 3.98)
H (-2.64, -2.97, 0.30)
H (-3.17, 0.27, -2.99)
H (-4.18, 1.41, 6.07)
H (-3.43, 2.82, -2.49)
H (-3.96, -0.98, 0.51)
H (2.13, 1.59, -1.63)
H (4.55, -1.66, 1.05)
H (3.40, 2.00, -2.81)
H (1.01, 0.16, -3.35)
H (-1.79, -2.37, -1.15)
H (6.02, -1.08, -0.63)
H (2.27, 0.56, -4.51)
H (5.02, -1.73, -1.94)
H (1.65, -3.47, -2.54)
H (4.39, -3.05, -0.05)
H (-0.68, 1.65, -1.90)
H (-1.36, 1.79, -3.53)
H (2.96, -2.28, -2.67)
H (4.04, 0.65, -0.34)
H (1.18, 1.82, -3.93)
H (-3.42, 3.43, -0.14)
H (-1.68, -0.48, -2.43)
H (-1.97, 3.79, -2.22)
H (0.06, 1.64, 5.52)
H (-1.97, 2.17, 6.84)
H (-1.74, 2.97, 0.05)
H (3.20, -3.76, -1.72)
H (-4.08, -1.52, -1.18)
H (-3.51, 1.23, 0.89)

Atom charges from the Mulliken analysis, given in e for atoms 1 to 4: -0.23, -0.71, 0.23, -0.44